1.
32
Properties=species:S:1:pos:R:3:forces:R:3 method="wB97M-V/def2-TZVPD" charge=-2 e_tot_ha=-2015.66497 e_homo_ev=-1.891 homo_lumo_gap_ev=6.74
Mg -1.22867 -0.99938 0.13504 0.787 0.075 -0.257
O -2.16633 -4.54259 -1.22066 0.008 -0.120 -0.038
C -1.99396 -3.37136 -0.91086 0.066 0.122 0.063
O -1.03650 -2.90507 -0.18536 -0.148 -0.497 -0.114
C -3.01664 -2.26095 -1.41556 -0.043 0.160 0.185
O -3.81486 -2.51783 -2.30709 -0.040 -0.090 -0.066
O -2.89945 -1.13085 -0.80518 -0.445 -0.320 -0.393
F 0.88889 -0.13988 -4.93650 0.001 0.014 0.030
C 0.98303 0.11162 -3.59432 0.033 0.013 -0.038
C 0.02871 -0.37597 -2.73282 -0.164 0.016 0.118
C 0.11105 -0.13385 -1.35173 0.500 0.323 -0.006
C 1.21446 0.63466 -0.91201 -0.023 -0.100 0.071
C 2.15155 1.10423 -1.82211 -0.019 0.007 0.007
F 3.24893 1.81982 -1.40152 -0.013 -0.012 -0.017
C 2.07064 0.85953 -3.17614 0.005 0.012 -0.024
C 1.36303 0.87866 0.55018 0.013 -0.179 -0.025
C 1.83465 2.08523 1.07136 0.028 0.022 0.021
C 1.90024 2.25354 2.44098 0.022 0.026 -0.008
C 1.50739 1.21619 3.27089 0.036 0.047 0.038
C 1.05164 0.05413 2.67618 -0.038 -0.135 -0.133
N 0.97454 -0.12068 1.35883 -0.004 0.222 -0.066
H -0.79790 -0.95214 -3.13933 0.034 0.009 -0.009
H 2.82069 1.22108 -3.86524 -0.007 -0.007 0.008
H 2.11920 2.88224 0.40031 -0.001 0.002 -0.002
H 2.24371 3.19233 2.86125 -0.010 0.013 -0.018
H 1.51627 1.31699 4.34828 0.009 -0.035 -0.011
H 0.70581 -0.77749 3.27968 -0.047 0.014 -0.013
O -2.05317 0.72323 3.56751 -0.020 -0.144 -0.303
Cl -2.38116 0.13167 2.29348 -0.218 0.227 0.418
O -1.79849 -1.21857 2.20809 -0.236 0.394 0.082
O -3.79613 0.07244 2.10766 0.228 0.076 0.201
O -1.75116 0.88904 1.20670 -0.294 -0.155 0.300

2.
18
Properties=species:S:1:pos:R:3:forces:R:3 method="wB97M-V/def2-TZVPD" charge=+1 e_tot_ha=-5507.15017 e_homo_ev="-13.349 / -13.178" homo_lumo_gap_ev="8.07 / 6.19"
C 0.85124 -1.44343 -1.56070 -0.632 0.457 0.925
C 1.19511 -0.08871 -1.60263 0.522 -2.159 -0.473
C 0.00120 -1.12387 0.72741 -0.881 0.946 -0.034
C 0.20901 -1.92105 -0.38056 0.066 0.133 -0.079
C 0.98096 0.54102 -0.46996 -0.328 3.909 2.314
N 0.24454 0.28856 0.66455 1.525 -4.651 -3.058
N -0.04573 1.18863 1.50035 -0.075 2.690 0.834
N 0.77904 3.21814 -0.89789 0.633 -1.246 -1.193
Br -0.47223 -3.66747 -0.40616 0.175 0.000 0.227
Br -3.27360 -2.28679 2.25060 -0.674 -0.266 1.434
H 1.09610 -2.07152 -2.39007 -0.076 -0.566 -0.224
H 1.82611 0.27897 -2.39023 -0.079 0.501 -0.223
H -0.47124 -1.41791 1.65406 -0.149 -0.368 -0.091
H 0.03800 2.56783 -0.84813 -1.045 0.022 0.196
H -0.73136 0.97825 2.22594 0.142 -1.000 -0.110
H 1.00512 3.61937 -0.04114 0.225 0.758 1.546
H -3.88155 -2.53319 3.59583 0.700 0.294 -1.456
H 0.64928 3.87318 -1.63127 -0.050 0.546 -0.535

3.
14
Properties=species:S:1:pos:R:3:forces:R:3 method="wB97M-V/def2-TZVPD" e_tot_ha=-961.31184 multiplicity=3 e_homo_ev="-9.254 / -12.581" s2=2.0130 homo_lumo_gap_ev="9.69 / 7.38"
C 1.50203 0.24568 -2.11903 -1.867 -1.155 1.829
C -0.38693 0.50472 -0.81986 -2.687 -0.470 2.355
C -0.09198 1.84739 -0.12522 -0.521 0.398 -3.859
C -1.45256 0.36647 -1.83175 -2.520 -0.582 -0.477
N 2.39849 0.37785 -2.78943 3.282 0.663 -2.511
N -0.45638 -0.55522 0.16002 1.847 1.780 -0.846
F 0.32327 2.77883 -1.08261 -0.822 -1.084 0.895
F -1.13535 2.38707 0.49394 0.334 -0.142 0.417
F 0.93454 1.67198 0.63826 1.124 -0.078 2.050
F -1.70921 -0.90958 -2.17078 0.493 -0.359 0.132
F -1.19183 0.96373 -2.95412 0.863 1.377 -1.153
F -2.69856 0.81427 -1.44862 0.705 0.379 0.519
F -0.62331 -1.81070 -0.31158 0.209 -0.293 0.250
H 0.42994 -0.53048 0.68403 -0.441 -0.433 0.398

4.
17
Properties=species:S:1:pos:R:3:forces:R:3 method="wB97M-V/def2-TZVPD" e_tot_ha=-890.10127 multiplicity=3 e_homo_ev="-7.193 / -9.718" s2=2.0101 homo_lumo_gap_ev="7.53 / 6.51"
C -2.89196 0.44353 -0.42849 -1.428 1.002 0.338
C -1.70479 0.21126 -0.95728 2.931 2.838 -3.511
C -1.89911 -0.92596 0.83587 -3.981 -0.130 2.766
C 1.12139 -1.78152 -0.10631 0.790 -0.350 -0.159
C 0.19482 -1.06645 -0.18097 -3.074 0.821 -0.197
C 1.45611 1.29438 0.35921 -3.931 -0.272 1.474
N -3.04143 -0.23816 0.74113 0.602 -1.279 -0.061
N -1.08322 -0.63761 -0.13189 2.837 -0.515 -0.980
O 3.65889 0.05154 1.16947 -2.224 -0.619 -0.522
O 3.37704 0.50869 -1.29211 -1.306 -1.253 -1.661
S 2.93460 0.72054 0.05985 8.683 1.730 0.966
H -3.57997 1.12994 -0.87180 -0.630 0.154 0.290
H -1.07521 0.82134 -1.70230 -1.421 -1.429 0.970
H -1.78179 -1.73559 1.52643 0.497 0.028 0.350
H 2.08400 -2.06050 -0.10699 2.787 -1.342 0.159
H 0.89427 1.85537 -0.31527 -0.604 0.543 -1.167
H 1.33636 1.40918 1.40142 -0.529 0.071 0.946

5.
121
Properties=species:S:1:pos:R:3:forces:R:3 method="wB97M-V/def2-TZVPD" e_tot_ha=-7238.55866 e_homo_ev=-8.689 homo_lumo_gap_ev=7.28
C -1.05948 -0.88118 -0.53124 -1.541 -1.100 2.792
C -1.71763 -1.49777 0.64928 1.173 1.574 -2.989
C -3.09112 -0.96573 1.32336 -0.704 1.173 1.159
C -2.89634 -0.05300 2.67443 -3.627 -0.214 -0.039
C -1.42821 0.33714 3.28845 -0.791 0.456 -0.397
C -0.52497 -0.94711 3.72889 -0.627 -0.538 -0.405
O 0.59058 -1.19182 2.81389 -0.389 1.474 1.461
C 1.61477 -0.14924 2.89136 1.835 0.092 -1.033
C 1.66915 0.77457 1.51430 -0.622 0.385 -0.115
C -4.19405 0.51952 3.48930 -0.362 -3.185 -4.298
C -5.62973 0.12913 2.87532 1.978 -0.841 -1.018
C -5.81935 -0.77179 1.51645 2.347 0.854 1.307
C -4.52144 -1.33750 0.68332 -0.098 2.677 3.715
C -4.81291 -2.21783 -0.63167 -0.922 -1.740 -0.806
F -3.67996 -2.54087 -1.47899 -3.243 1.058 2.550
F -5.35806 -3.52028 -0.16045 1.650 3.800 -1.754
F -5.83543 -1.63530 -1.54250 3.246 -1.708 2.966
C -7.36947 -1.05903 1.10293 -2.322 -2.806 -1.324
O -7.85409 -2.18682 0.67237 3.038 6.034 2.247
C -8.40535 0.21201 1.31242 -1.398 2.672 0.834
C -9.56105 0.62794 0.27586 0.288 2.142 3.219
Cl -9.81812 -0.26211 -1.31436 0.466 1.250 2.389
C -10.54667 1.90190 0.58607 2.809 -1.075 2.795
C -10.36677 2.74188 1.97961 2.288 -3.639 -1.733
C -9.19499 2.33070 3.01353 -0.732 -1.910 -3.148
C -8.22196 1.09580 2.68165 -2.096 0.649 -1.920
C -6.98160 0.64433 3.67757 -0.420 0.332 2.936
O -7.04777 0.70930 4.97748 0.508 -0.179 -7.116
H -1.01986 0.28291 -0.68210 -0.992 -2.500 -0.140
H -0.50517 -1.54089 -1.33035 -0.436 1.381 2.304
H -1.16317 -2.41281 1.10969 -1.724 1.253 -1.161
H -1.60311 0.99955 4.22907 0.061 -1.155 -1.707
H -0.91624 1.03276 2.49010 -0.723 -1.595 1.611
H -0.12508 -0.86554 4.82486 -0.801 0.077 -1.980
H -1.23985 -1.88603 3.66545 1.658 1.766 0.156
H 2.65869 -0.70288 2.91843 -2.154 1.010 0.108
H 1.57557 0.49870 3.85653 -0.339 -1.129 -1.682
H 2.48327 0.38313 0.75675 -1.688 0.840 1.730
H 1.86699 1.90928 1.77475 -0.117 -2.341 -0.489
H 0.63435 0.76596 0.95077 2.021 -0.185 1.244
H -4.09041 1.13842 4.46572 -0.291 -1.232 -2.019
H -11.38284 2.16943 -0.20018 1.981 -0.628 1.827
H -11.12144 3.61523 2.15235 1.799 -1.807 -0.161
H -9.08882 2.95805 3.98913 -0.014 -1.465 -2.014
C -7.51254 7.37731 1.45467 -0.670 0.080 0.339
C -8.57713 6.83187 2.40112 0.189 0.516 0.352
O -8.64918 5.43654 2.11672 0.230 -0.219 -0.583
S -7.17409 4.91061 1.66434 -0.189 0.183 0.525
O -6.53347 4.32392 2.81351 -0.404 0.228 -1.290
O -7.30200 4.22751 0.40574 0.096 0.452 1.472
O -6.49996 6.37055 1.39630 -10.165 0.425 11.101
H -7.91479 7.51406 0.44544 0.014 -0.013 -0.026
H -7.09098 8.32103 1.80833 0.146 -0.260 -0.008
H -9.54946 7.30590 2.25205 0.010 -0.335 -0.071
H -8.27227 6.94835 3.44602 -0.006 0.110 -0.098
C 5.52308 0.15392 -1.83084 -0.627 0.071 -0.479
C 5.48568 1.67764 -1.83607 0.536 -0.102 -0.512
O 5.20222 2.04764 -0.48779 -0.021 -0.891 0.689
S 5.86116 0.94617 0.51358 0.165 0.218 0.014
O 7.12805 1.45438 0.97042 -1.360 -0.741 -0.177
O 4.83808 0.47495 1.40794 1.219 0.587 -0.662
O 6.14801 -0.20651 -0.59918 0.153 0.793 0.622
H 4.51223 -0.26544 -1.83544 0.060 0.052 -0.067
H 6.08630 -0.24796 -2.67612 0.074 0.000 0.288
H 4.72535 2.07298 -2.51229 -0.025 -0.011 0.326
H 6.46189 2.09520 -2.10271 -0.082 -0.060 -0.058
C -0.25078 -3.72821 -5.50714 -0.359 -0.668 0.160
C -0.68403 -3.43971 -4.07499 -0.657 0.330 -0.378
O 0.53058 -3.26862 -3.34607 1.036 0.033 -0.658
S 1.65199 -2.61789 -4.33078 -0.386 0.118 0.103
O 1.68124 -1.19671 -4.10290 0.385 -1.450 -0.296
O 2.82971 -3.44274 -4.28574 -0.895 0.983 0.081
O 0.88131 -2.89051 -5.73786 0.421 0.485 0.897
H 0.06717 -4.76918 -5.62079 -0.079 0.061 0.018
H -1.04054 -3.50931 -6.22921 0.271 0.158 0.057
H -1.27861 -4.24996 -3.64881 0.299 0.089 0.099
H -1.24877 -2.50386 -4.01452 -0.037 -0.120 -0.037
C 6.16220 -1.70280 3.66423 0.326 0.795 -0.231
C 7.36859 -1.84289 4.58522 0.204 -0.596 -0.352
O 6.83859 -1.75749 5.90787 -1.317 0.128 0.231
S 5.33960 -2.39187 5.91926 0.265 -0.042 -0.131
O 5.43028 -3.75286 6.38017 -0.434 1.390 -0.302
O 4.44222 -1.42785 6.49787 0.806 -1.088 -0.284
O 5.10675 -2.41586 4.30895 0.181 -0.339 1.093
H 5.85773 -0.65590 3.56962 0.050 -0.068 0.014
H 6.35066 -2.11638 2.67206 -0.285 -0.018 0.376
H 8.11348 -1.06268 4.41713 -0.197 -0.007 0.231
H 7.83843 -2.82320 4.47317 -0.187 0.386 0.215
C -4.19258 7.14601 -2.90446 0.584 0.056 -0.318
C -3.43290 5.93901 -2.36467 -0.403 -0.312 -0.326
O -3.24557 6.20690 -0.97661 0.304 1.018 -0.055
S -4.51538 7.07283 -0.42811 0.371 -1.279 -0.740
O -5.45142 6.16534 0.19667 10.708 0.656 -11.126
O -4.01282 8.24966 0.22915 -0.724 -1.224 -0.242
O -5.11729 7.50531 -1.87794 0.085 -0.221 0.681
H -3.51991 7.99353 -3.06853 -0.021 -0.089 -0.029
H -4.72289 6.91887 -3.83201 -0.126 0.056 0.283
H -2.47190 5.79546 -2.86251 -0.039 0.102 0.269
H -4.02918 5.02526 -2.45485 0.031 0.071 -0.086
C 8.29618 -4.11514 -0.64915 0.158 0.555 -0.485
C 9.80716 -4.09635 -0.44987 -0.045 -0.572 -0.508
O 9.99801 -3.72070 0.91303 -0.984 0.120 0.609
S 8.75760 -4.29258 1.79859 0.341 -0.567 -0.279
O 9.17184 -5.52855 2.40790 -0.698 1.498 -0.352
O 8.19217 -3.20115 2.54751 1.119 -1.506 -1.202
O 7.75971 -4.64511 0.56262 0.731 -0.027 0.799
H 7.90318 -3.10228 -0.78136 0.053 -0.055 -0.039
H 7.99977 -4.73307 -1.49971 -0.041 -0.056 0.300
H 10.30635 -3.39159 -1.11755 -0.044 0.042 0.320
H 10.23568 -5.09412 -0.58836 -0.053 0.085 -0.071
C 6.05595 -4.98646 -7.29462 -0.280 -0.654 0.171
C 5.62072 -4.69713 -5.86286 -0.647 0.387 -0.404
O 6.83411 -4.52606 -5.13227 0.931 -0.015 -0.589
S 7.95699 -3.87630 -6.11567 0.013 0.049 -0.053
O 7.98618 -2.45497 -5.88779 0.273 -1.419 -0.261
O 9.13431 -4.70063 -6.06851 -1.070 1.050 0.164
O 7.18855 -4.14885 -7.52404 0.304 0.467 0.914
H 6.37382 -6.02757 -7.40751 -0.068 0.061 0.007
H 5.26715 -4.76770 -8.01783 0.266 0.161 0.056
H 5.02533 -5.50690 -5.43695 0.285 0.103 0.097
H 5.05626 -3.76119 -5.80381 -0.045 -0.159 -0.014

6.
18
Properties=species:S:1:pos:R:3:forces:R:3 method="wB97M-V/def2-TZVPD" charge=+1 e_tot_ha=-741.30475 e_homo_ev=-13.591 homo_lumo_gap_ev=7.70
C 0.59467 2.45586 0.17383 -2.127 -2.402 0.464
C -0.99880 2.32399 1.72401 -0.773 -0.779 -0.801
C -0.37034 -0.06111 -2.14146 0.426 -1.250 -3.301
C 0.03460 -0.31733 -0.91503 -0.515 -1.758 -0.902
C 0.35119 -2.06453 0.92100 -1.633 -0.209 -0.252
C 0.60769 -1.66644 -0.54017 -0.913 0.344 1.596
N -0.08281 2.99408 1.03151 0.704 -0.442 -0.111
N -0.24335 0.64362 0.06641 2.676 3.581 0.035
S -1.30528 0.72811 1.18589 -0.468 1.550 1.170
H 1.47695 2.70634 -0.31755 1.279 -0.218 -1.317
H -1.58203 2.95635 2.34270 -0.913 -0.506 1.061
H -0.77844 0.84755 -2.46082 -0.745 1.550 0.256
H -0.28672 -0.68980 -3.13526 0.280 0.533 2.714
H 0.91198 -1.54328 1.67114 0.432 0.343 0.263
H 0.61171 -3.09319 0.91405 0.513 -1.001 0.605
H -0.73104 -2.09855 1.24585 0.900 0.341 -0.563
H 1.67810 -1.66913 -0.64827 0.439 -0.097 -0.509
H 0.11192 -2.45255 -1.11783 0.439 0.421 -0.409